The following is a DFT calculation (wB97M-V/def2-TZVPD) of C40H29F2MnN9O4 as an isolated structure.

```
85
Properties=species:S:1:pos:R:3
Mn 0.76866 0.36738 -0.22132
F 1.35607 5.38146 1.47404
F -1.24251 4.98517 -2.38591
O -0.01245 -0.12344 -1.92134
O -1.92535 -5.18449 3.90062
O 0.54617 1.16088 4.79779
O -0.02492 -0.05280 2.59479
N 7.02673 0.91103 0.00198
N -0.94420 -4.60385 1.96668
N 1.98393 1.17229 1.26225
N -2.05359 0.60824 1.66623
N 2.74637 -0.10258 -1.09825
N 5.15999 0.16622 -1.42719
N -0.62386 -3.30185 3.88143
N 0.66216 -1.89302 0.03694
N -1.54731 0.32765 0.38871
C 0.49216 2.38294 -0.49177
C -1.70367 0.88768 3.99749
C 1.03721 -3.97337 -1.04726
C -2.36834 0.12017 -1.91806
C 0.28561 -2.15022 5.77290
C -1.23378 1.65734 6.25185
C 0.20879 -1.68922 7.07551
C -0.19221 -3.90475 0.99869
C -2.31489 -0.23876 -4.68924
C -1.13646 -0.25240 -3.97648
C -2.48566 0.33868 -0.48077
C 3.66410 2.29860 3.13580
C 0.05947 5.19579 -0.44722
C -3.54367 -0.05002 -4.04693
C -0.77850 1.21846 5.00604
C 0.36470 -4.63563 -0.04231
C -1.89034 -2.77586 7.33791
C -0.96266 -1.48233 9.29841
C -0.87786 -1.99584 7.88448
C -0.29569 3.01907 -1.46270
C -3.54136 0.12944 -2.67429
C -1.83619 -3.23989 6.03187
C -1.20449 0.45175 2.64118
C 3.89578 0.06926 -1.18218
C -3.51428 1.43076 5.51812
C -1.11382 -0.08189 -2.56362
C 0.83882 4.56952 0.50020
C -0.48266 4.37894 -1.42560
C 1.17368 -2.59356 -0.97158
C 2.82270 3.09213 2.38335
C 2.79505 0.41393 1.99926
C 3.65838 0.92424 2.94501
C -0.73720 -2.92396 5.23925
C -1.21780 -4.38419 3.30507
C -0.03198 -2.52063 0.98364
C 6.10372 0.57682 -0.62418
C -3.06052 1.01359 4.27546
C 1.98155 2.50116 1.43323
C -2.58947 1.75587 6.50593
C 1.08864 3.20428 0.49507
H -1.31334 -5.49511 1.67852
H -0.49746 1.92089 7.00182
H -3.75175 0.77199 3.47827
H -0.49610 -0.49998 9.38365
H -0.45728 -2.15153 10.00035
H 1.45666 -4.51397 -1.88519
H 4.33216 2.75031 3.85902
H -0.17993 -0.38564 -4.46842
H -3.49420 0.53259 -0.10556
H -0.11834 6.26080 -0.41650
H 0.62915 0.75719 3.87253
H -0.77830 2.45754 -2.25444
H -4.47072 -0.03757 -4.60657
H -2.28622 -0.36766 -5.76703
H 1.12355 -1.86357 5.14890
H -2.76310 -3.01001 7.93862
H 2.81449 4.16115 2.51444
H -4.48136 0.28996 -2.15237
H 0.01624 -2.75328 3.32868
H -2.00160 -1.38981 9.61794
H 0.24552 -5.71417 -0.06837
H -4.57678 1.51108 5.71345
H -0.49717 -1.86717 1.71110
H -2.92868 2.09417 7.47910
H 4.31060 0.26612 3.50182
H 1.68638 -2.02011 -1.72773
H 1.00019 -1.05101 7.45239
H -2.63816 -3.83251 5.62307
H 2.74142 -0.65002 1.80060
```

As for the expectation value of S²: 0.917. As for the total energy: -100310.0551 eV. As for the spin multiplicity: 2. The HOMO energy (spin up / spin down) comes out at -1.98 / -1.73 eV. The calculation puts the orbital gap (spin up / spin down) at 6.01 / 5.77 eV. The energy above the lowest of the compared OMol25 structures with the same formula, charge and spin comes out at 74.4 kJ/mol. The lowest unoccupied orbital energy (spin up / spin down) is 4.0 / 4.0 eV. As for the total charge: -2.

Atom-resolved charges from Mulliken, all expressed in e: 0.681, -0.375, -0.393, -0.294, -0.748, -0.663, -0.486, -0.670, -0.045, 0.752, -1.244, -0.347, -0.890, 0.082, 0.576, 1.023, 0.728, 0.527, -1.244, 1.242, -0.024, -0.668, -0.580, -0.020, -0.421, -0.832, -0.637, -0.579, -1.091, -0.773, 0.345, -0.326, -0.781, -1.581, 0.965, -0.178, -0.591, -0.492, 0.471, 0.597, -0.888, -0.539, 0.421, 0.435, -0.430, -0.853, -0.715, -1.087, 0.274, 0.304, -1.579, 0.497, -0.443, 0.665, -0.311, -0.475, 0.249, 0.473, 0.457, 0.350, 0.317, 0.371, 0.421, 0.403, 0.142, 0.473, 0.217, 0.467, 0.358, 0.367, 0.173, 0.280, 0.531, 0.326, 0.217, 0.355, 0.392, 0.366, 1.382, 0.388, 0.494, 0.506, 0.313, 0.425, 0.495

The following is a DFT calculation (wB97M-V/def2-TZVPD) of C40H30CeN2OPS as an isolated structure in a non-equilibrium geometry.

```
76
Properties=species:S:1:pos:R:3
Ce 0.18881 -0.14248 0.48830
S -0.94243 -2.60071 -0.59688
P 1.16498 2.74158 -0.28594
O -1.06806 -1.24275 2.00143
N 2.55650 -0.09878 0.47547
N -1.61592 -2.45674 1.99770
C 4.02581 5.62051 0.49293
C 2.73505 4.53466 -1.70238
C -2.15916 -2.87001 3.16391
C -1.61065 2.86670 -0.10575
C 3.11134 0.68374 2.68058
C 0.59124 1.82379 2.33563
C -1.55036 1.44902 -0.30157
C 2.19150 -2.86804 0.96512
C 5.07362 0.68625 -0.89014
C 3.73791 -3.21824 -0.84634
C 2.41569 4.07314 -0.42513
C 2.80030 1.20841 1.31565
C 2.12256 0.45696 3.57474
C -1.61006 -3.19865 0.86035
C -2.73866 -4.92872 2.14522
C 4.32331 6.08525 -0.78219
C -0.40816 3.64275 -0.03654
C -2.84614 3.53946 0.03554
C 1.87752 -4.22013 0.96353
C -0.45972 4.99489 0.16584
C 7.44815 0.44941 -0.62511
C 3.07702 4.62049 0.67173
C 2.48333 -5.06406 0.04855
C 5.96781 -1.16260 0.36827
C -2.86443 4.94228 0.24658
C 3.40709 -4.56541 -0.86334
C 6.35991 1.14076 -1.14217
C -4.05028 2.78839 -0.03414
C 3.12708 -2.36401 0.06546
C 1.54348 2.03964 1.33767
C 4.87612 -0.46303 -0.13094
C 0.78945 0.94534 3.38293
C -2.75316 0.78801 -0.38165
C -1.70416 5.65434 0.31135
C -2.73207 -4.10301 3.27514
C -2.18931 -4.48561 0.97632
C 3.47154 -0.90557 0.13820
C 3.67521 5.54091 -1.88311
C 7.25548 -0.69850 0.13066
C -4.00754 1.44412 -0.24737
H 2.23390 -6.11739 0.04073
H 3.63450 1.75652 0.88339
H 6.50779 2.03431 -1.73411
H 0.03447 0.81397 4.14280
H 2.84504 4.25612 1.66658
H -0.34748 2.36674 2.27678
H -3.16043 -4.40757 4.21790
H 1.74214 -2.21556 1.70688
H -3.18188 -5.91524 2.19366
H -2.18403 -5.09732 0.08594
H -1.72506 6.72500 0.47047
H -3.82151 5.44086 0.35509
H 8.10467 -1.23414 0.53342
H 2.23718 4.10399 -2.56503
H -2.08944 -2.14227 3.95694
H 4.12018 0.32788 2.86352
H 0.45260 5.57707 0.20934
H -4.92705 0.87408 -0.31404
H 3.90258 5.89459 -2.88094
H 4.53110 6.04080 1.35347
H 1.15139 -4.60399 1.66836
H 4.21659 1.22029 -1.28598
H 8.45230 0.80626 -0.81562
H -2.77558 -0.28484 -0.55825
H 2.36325 -0.06148 4.49690
H 5.05914 6.86792 -0.91797
H 5.81079 -2.06068 0.95375
H -4.99628 3.30487 0.08388
H 3.87424 -5.22448 -1.58304
H 4.46632 -2.82576 -1.54571
```

As for the expectation value of S²: 0.751. As for the total energy: -80046.4133 eV. As for the spin multiplicity: 2. The HOMO energy (spin up / spin down) comes out at -6.35 / -6.35 eV. The calculation puts the orbital gap (spin up / spin down) at 6.13 / 6.13 eV. The energy above the lowest of the compared OMol25 structures with the same formula, charge and spin comes out at 111.3 kJ/mol. The lowest unoccupied orbital energy (spin up / spin down) is -0.2 / -0.2 eV.

Atom-resolved charges from Mulliken, all expressed in e: 0.040, -0.407, 0.295, -0.264, 0.344, 0.351, -0.836, -0.508, -0.304, 0.303, -1.046, 0.144, -0.127, -0.413, -0.321, -0.156, 0.265, 0.440, -0.457, 0.739, -0.150, -0.458, 1.027, 0.899, -0.850, -0.702, -0.417, 0.219, -0.525, -0.169, -0.900, -0.904, -0.786, -0.829, -0.110, -1.195, 0.364, -1.081, -0.266, -0.951, -0.790, -0.927, 0.261, -0.743, -0.850, -1.055, 0.405, 0.808, 0.452, 0.562, 0.433, 0.548, 0.415, 0.839, 0.403, 0.445, 0.415, 0.365, 0.407, 0.418, 0.457, 0.428, 0.407, 0.408, 0.415, 0.411, 0.471, 0.490, 0.402, 0.350, 0.433, 0.395, 0.518, 0.357, 0.409, 0.538

The following is a DFT calculation (wB97M-V/def2-TZVPD) of C40H30ClF3NO2PtS2 as an isolated structure.

```
80
Properties=species:S:1:pos:R:3
Pt 0.12714 -0.26724 0.08493
Cl -2.47686 -4.63802 -2.25450
S 0.66107 -0.64653 2.92460
S 2.43800 0.38306 -0.54378
F -2.59788 -0.22555 -0.65105
F -2.32364 -1.24706 1.23450
F -2.12831 0.90296 1.13510
O 3.19753 -0.20281 -1.66302
O 0.58150 0.58761 1.97241
N -0.16284 -1.52999 -1.53366
C 6.38098 0.99727 3.91644
C 2.94416 -4.07723 0.97689
C 0.50139 -2.41071 -3.64807
C 5.41075 -3.74262 -0.29688
C 0.94677 5.98695 -2.30402
C 3.58234 -5.17308 0.34545
C -0.46103 -3.40049 -3.57670
C 1.47717 -0.68005 5.49449
C 2.91663 1.68431 5.33127
C 1.69025 -4.22390 1.61424
C 2.24956 1.21839 4.21132
C 1.07599 -3.15123 2.18756
C 4.29909 1.80240 0.94923
C 2.16710 -0.20811 6.59649
C 3.70963 -0.42926 1.72062
C 4.68263 -0.32063 2.75726
C 2.05101 3.75953 -2.66714
C 2.03396 2.06649 -0.98394
C 6.55114 -0.00931 4.82139
C 3.64027 1.47789 7.73529
C -1.26275 -3.43244 -2.44935
C -1.09793 -2.48898 -1.45463
C 5.79084 -1.19503 4.71641
C 1.31096 2.89088 -0.13160
C 5.43917 0.86949 2.86740
C 2.95084 -1.70457 1.60872
C 2.90114 0.97476 6.52923
C 1.32548 4.61083 -1.83795
C 2.40673 2.48574 -2.25104
C 5.22434 1.92018 1.94153
C 1.55016 0.02579 4.29989
C 1.71397 -1.88674 2.18706
C 3.57621 -2.80856 0.96480
C -1.83475 -0.23794 0.46680
C 4.88315 -1.35097 3.71007
C 0.96443 4.15701 -0.56978
C 4.78568 -5.00989 -0.27417
C 4.82633 -2.66961 0.30722
C 0.62770 -1.49849 -2.61892
C 3.54184 0.61433 0.84482
H 0.39702 4.80459 0.08655
H 5.26801 -5.85134 -0.75322
H 4.15131 2.60154 0.23639
H 1.02529 2.56243 0.85999
H 0.89266 -1.58987 5.56319
H 7.27227 0.09428 5.62134
H 5.93072 -1.98582 5.44150
H 1.21361 -5.19594 1.62326
H 5.30485 -1.69976 0.27299
H 1.83659 6.59559 -2.47153
H 1.39448 -0.74137 -2.65345
H 4.30124 -2.26151 3.64464
H 0.32136 6.49668 -1.57371
H 4.18985 2.39053 7.51117
H 6.95875 1.91051 3.98888
H 3.09463 -6.13952 0.36523
H 2.94976 1.68929 8.55276
H 2.96789 1.82049 -2.89330
H -0.59136 -4.13021 -4.36360
H 6.35867 -3.62416 -0.80414
H 5.81356 2.82443 2.03019
H -1.71719 -2.52080 -0.57302
H 2.34155 4.09475 -3.65520
H 2.12286 -0.75804 7.52847
H 0.09362 -3.24953 2.63269
H 2.25023 1.78488 3.29032
H 1.16445 -2.33401 -4.49739
H 4.35071 0.73135 8.09361
H 3.46663 2.61506 5.27236
H 0.40112 5.94219 -3.24698
```

As for the total energy: -93139.6414 eV. As for the spin multiplicity: 1. The HOMO energy comes out at -11.12 eV. The calculation puts the orbital gap at 8.19 eV. The energy above the lowest of the compared OMol25 structures with the same formula, charge and spin comes out at 0.0 kJ/mol. The lowest unoccupied orbital energy is -2.9 eV. As for the total charge: +1.

Atom-resolved charges from Mulliken, all expressed in e: 1.790, -0.204, 0.244, 0.906, -0.212, -0.215, -0.227, -0.838, -0.650, 0.012, -0.910, 0.845, -1.002, -0.968, -1.545, -1.058, -0.208, -0.590, -0.814, -1.182, -0.207, -1.500, -0.878, -0.864, -0.049, 0.691, -0.882, 0.081, -0.774, -1.629, -0.043, -0.219, -0.902, 0.109, 0.829, -0.881, 0.950, 1.097, -0.518, -1.373, 0.690, 1.620, 0.943, 0.368, -0.972, -1.096, -0.684, -0.914, 0.179, 1.311, 0.361, 0.435, 0.624, 0.312, 0.484, 0.447, 0.466, 0.431, 0.525, 0.334, 0.449, 0.462, 0.360, 0.362, 0.491, 0.478, 0.391, 0.601, 0.487, 0.464, 0.453, 0.509, 0.420, 0.435, 0.521, 0.491, 0.471, 0.357, 0.345, 0.372